Entry 1:
This record from OMol25 describes 14 unconnected molecules or ions with the total composition H28O14. The level of theory is wB97M-V/def2-TZVPD.

```
! wB97M-V def2-TZVPD RIJCOSX def2/J DEFGRID3
* xyz -1 2
O 0.25735 -3.04337 -1.79277
H 0.99994 -2.49669 -1.53598
H 0.47994 -3.91700 -1.47111
O -1.81009 2.93932 1.14849
H -2.08355 3.73783 1.59997
H -1.31307 3.24976 0.39165
O -1.23108 -4.31019 0.42241
H -0.87768 -3.58849 0.94248
H -1.54350 -3.89589 -0.38194
O 0.49080 -0.05071 0.37961
H -0.19661 -0.71560 0.41978
H 0.04204 0.74077 0.08230
O 2.35092 -0.19129 2.21008
H 2.15312 0.33336 2.98587
H 1.53548 -0.19532 1.70880
O 0.12606 3.58170 -0.79966
H -0.19324 2.92935 -1.42313
H 0.29666 4.35887 -1.33176
O -1.66241 -1.28734 -2.08717
H -1.97427 -1.44848 -2.97768
H -1.09549 -2.03366 -1.89269
O 2.57117 2.07890 -0.06145
H 1.92087 2.77400 -0.16223
H 2.68580 1.72763 -0.94446
O -2.02923 -2.19445 3.06560
H -1.13951 -2.50322 2.89443
H -2.17980 -1.51820 2.40510
O 2.14703 1.26665 -2.58947
H 1.27181 1.24438 -2.20255
H 1.99162 1.35968 -3.52937
O -1.01903 1.39608 -1.94661
H -1.40664 1.73233 -2.75464
H -1.11220 0.44575 -2.01308
O 2.99286 -2.56512 0.51502
H 2.97637 -2.10574 -0.32458
H 2.64550 -1.93107 1.14237
O -2.24892 -1.08005 0.66991
H -2.18783 -1.10448 -0.28503
H -2.77057 -0.29964 0.85714
O 0.13844 1.88879 3.11554
H 0.49596 2.77594 3.15242
H -0.49500 1.91493 2.39839
*
```

- Orbital gap (alpha / beta): 3.0 / 10.1 eV
- Strongest force on any atom: 0.0259 Eh/bohr

Entry 2:
This record from OMol25 describes a single C5H8O molecule. The level of theory is wB97M-V/def2-TZVPD.

```
! wB97M-V def2-TZVPD RIJCOSX def2/J DEFGRID3
* xyz 0 1
C -1.60794 -0.81347 -0.05257
C -0.85211 0.01256 -0.80908
C 0.63776 0.09337 -0.79179
C 1.38264 -0.42517 0.42331
C 0.88595 0.98786 0.40557
O -0.33951 1.26678 1.03733
H -1.16269 -1.70208 0.37947
H -2.69073 -0.79885 -0.11080
H -1.32721 0.79345 -1.40378
H 1.14101 0.16822 -1.75542
H 2.44724 -0.59512 0.27517
H 0.90523 -1.14070 1.08921
H 1.61087 1.81181 0.34833
H -1.00465 0.34966 0.96720
*
```

- Orbital gap: 10.2 eV
- Strongest force on any atom: 0.0860 Eh/bohr

Entry 3:
This record from OMol25 describes 13 unconnected molecules or ions with the total composition C4H34NO13. The level of theory is wB97M-V/def2-TZVPD.

```
! wB97M-V def2-TZVPD RIJCOSX def2/J DEFGRID3
* xyz 1 1
C -0.60001 3.20538 -2.28544
C -0.76090 2.30059 -1.11832
C 0.68636 1.77763 -0.54393
C 0.61110 0.56232 0.45658
O 0.45750 -0.56498 -0.02643
N -1.49489 1.10611 -1.60383
H -1.58264 3.69652 -2.57994
H -0.04940 2.81563 -3.11597
H 0.03978 4.06146 -2.05692
H -1.34360 2.66615 -0.25156
H 1.06974 2.71787 -0.18481
H 1.35747 1.64665 -1.38908
H 0.96314 0.76347 1.57239
H -1.52787 0.33110 -0.71304
H -1.00116 0.62741 -2.45592
H -2.50296 1.29919 -1.77572
H -2.63741 -1.31297 3.00204
H -3.84755 -0.43663 3.04912
O -3.52067 -1.14673 2.66039
H 3.72998 0.69854 2.57056
H 4.00304 -0.56233 1.83968
O 3.37195 0.13919 1.83669
H -0.85851 1.62065 2.11511
H -1.60498 0.29812 2.09827
O -1.47005 1.11155 1.74386
H -0.08926 -3.27962 -0.61871
H -1.41106 -4.08269 -0.39303
O -0.86198 -3.36013 -0.15745
H -0.34511 -0.16810 -4.12097
H 0.95724 0.67382 -3.82935
O 0.03996 0.76694 -3.95790
H 2.43953 -2.73464 -2.18667
H 1.99946 -4.09753 -1.92127
O 1.77503 -3.41502 -2.59390
H 0.03121 2.01605 4.30888
H 0.85922 2.58486 3.01644
O 0.27219 1.85888 3.40289
H 3.19614 0.70100 0.23293
H 3.94265 1.35501 -0.87373
O 3.31953 0.66390 -0.68799
H -2.20591 -1.60954 -0.02199
H -3.08224 -0.23738 0.54433
O -2.53911 -0.72230 -0.20897
H -0.05492 -2.13020 1.30847
H 1.20453 -1.61304 1.84645
O 0.50377 -2.19337 2.15396
H -0.70496 -1.93179 4.45382
H 0.14850 -1.05294 3.59352
O -0.52520 -1.04431 4.30098
H 0.08112 -2.45241 -4.11229
H -0.02987 -2.01155 -2.74159
O -0.40792 -1.90579 -3.58064
*
```

- Orbital gap: 10.6 eV
- Strongest force on any atom: 0.1452 Eh/bohr

Entry 4:
This record from OMol25 describes a molecular structure, C4H8N2O2. The level of theory is wB97M-V/def2-TZVPD.

```
! wB97M-V def2-TZVPD RIJCOSX def2/J DEFGRID3
* xyz 0 1
N -0.25236 -1.67665 -1.04385
C -0.88071 -0.51481 -0.45039
C 0.15841 0.54124 -0.06416
C -0.42259 1.60180 0.82144
O 0.90356 1.33531 1.21220
C 0.85490 1.06432 -1.26927
N 1.36747 1.51293 -2.20274
H -0.18143 -2.43824 -0.37552
H -0.74328 -1.99140 -1.87329
H -1.60328 -0.07594 -1.15356
H -1.44077 -0.75998 0.46586
H -0.56987 2.59774 0.39647
H -1.17230 1.24887 1.53857
O 1.11917 -1.02364 1.41490
H 1.26542 0.10572 1.84004
H 1.59765 -1.52730 0.74331
*
```

- Orbital gap: 9.7 eV
- Strongest force on any atom: 0.0866 Eh/bohr

Entry 5:
This record from OMol25 describes a gas-phase ion, C5H8ClN4O3S (charge +1). The level of theory is wB97M-V/def2-TZVPD.

```
! wB97M-V def2-TZVPD RIJCOSX def2/J DEFGRID3
* xyz 1 1
C 0.11480 1.78195 -3.03203
N -0.52899 2.38306 -1.91418
S -1.63038 1.60754 -1.11782
O -2.25567 0.61934 -1.91977
O -2.32040 2.32362 -0.10715
C -0.41269 0.18348 -0.08512
N -0.90426 -1.05844 -0.16072
C -0.37627 -1.82154 0.79923
C 0.49002 -1.05864 1.48258
C 1.34586 -1.37783 2.71623
N 1.21201 -2.67177 3.26035
O 2.05506 -0.56962 3.24404
N 0.46625 0.20671 0.91270
Cl 1.45817 1.52763 1.34137
H -0.34902 1.92187 -4.05933
H 1.04531 2.40349 -3.22166
H 0.21105 0.67421 -2.86478
H -0.53542 3.32981 -1.70310
H -1.54863 -1.41258 -0.84646
H -0.46319 -2.83788 0.67871
H 0.95166 -3.35417 2.62909
H 1.97474 -2.80024 3.96784
*
```

- Orbital gap: 9.8 eV
- Strongest force on any atom: 0.0774 Eh/bohr

Calculated relative energy (zero: lowest compared OMol25 entry of this formula, charge and spin) in order - 52.4, 324.1, 291.3, 593.9, 25.4 kJ/mol
Calculated energy in order - -29120.652, -7358.896, -32799.629, -11347.958, -40765.664 eV